Below is a 10-piece molecular cluster, C33H43N9O6S overall in a non-equilibrium geometry, with properties calculated with wB97M-V/def2-TZVPD.

Structure (XYZ):
```
92
Properties=species:S:1:pos:R:3:forces:R:3:lowdin_charge:R:1
S -0.083 -0.078 -0.290 1.946 1.066 1.742 0.34
O -0.196 -1.553 -0.455 0.612 1.074 -0.151 -0.37
O 0.030 0.197 1.166 0.158 0.361 0.458 -0.38
O 1.084 0.561 -0.947 -0.533 -1.225 0.994 -0.37
O -1.259 0.585 -0.726 -2.751 1.338 -1.232 -0.33
N -3.069 -0.025 -2.535 -1.071 1.519 -1.372 -0.02
C -4.014 -0.962 -2.354 -1.652 3.251 -9.192 -0.11
C -4.728 -1.071 -3.655 -1.756 -0.265 0.325 -0.15
C -4.232 -0.080 -4.580 1.688 2.709 1.906 -0.15
C -3.170 0.671 -3.779 -1.189 -2.567 0.069 -0.11
H -2.553 0.229 -1.679 0.713 0.277 -0.896 0.07
H -3.943 -1.599 -1.641 0.010 -3.911 4.858 0.02
H -5.756 -1.702 -3.932 3.184 1.505 1.086 0.12
H -4.657 0.357 -5.613 1.079 -1.515 2.647 0.10
H -2.410 1.483 -3.996 -1.306 -1.225 0.138 0.09
N 0.866 -1.430 2.925 0.062 1.531 1.947 -0.03
C 1.501 -1.047 4.127 0.364 -5.204 0.209 -0.13
C 1.765 -2.291 4.925 -2.179 1.608 -2.913 -0.09
C 0.916 -3.386 4.179 2.340 2.948 0.139 -0.10
C 0.504 -2.699 2.945 -0.454 -5.422 1.232 -0.21
H 0.450 -0.763 2.206 0.629 -0.301 0.344 0.04
H 1.740 -0.036 4.323 0.352 0.711 0.030 0.06
H 2.524 -2.276 5.789 -1.809 -0.389 -1.278 0.07
H 0.835 -4.466 4.559 0.036 1.911 -1.169 0.07
H 0.017 -3.317 2.051 0.956 2.045 2.003 0.14
N 0.939 -3.500 -1.661 -0.137 1.205 -0.363 -0.04
C 0.729 -4.776 -1.154 5.605 -0.880 -5.006 -0.12
C 1.743 -5.686 -1.934 -2.535 2.000 -0.046 -0.09
C 2.273 -4.752 -3.007 -1.581 1.522 4.634 -0.14
C 1.927 -3.345 -2.692 -2.037 -5.807 1.301 -0.08
H 0.333 -2.641 -1.317 1.832 -1.807 -0.691 0.08
H 0.088 -4.962 -0.354 -0.896 -0.223 1.017 0.05
H 1.882 -6.917 -1.828 -0.447 3.842 -0.375 0.10
H 3.090 -5.004 -3.588 1.331 -0.519 -1.372 0.02
H 2.226 -2.424 -3.178 -0.388 -0.059 0.297 0.08
N -2.889 3.433 -0.232 -1.224 -0.362 2.057 -0.02
C -3.893 4.086 -0.945 -0.656 1.769 2.576 -0.14
C -4.680 4.972 -0.006 3.451 -2.965 0.609 -0.09
C -4.061 4.711 1.421 -0.448 -2.541 -4.218 -0.09
C -3.127 3.612 1.169 0.931 2.644 -0.735 -0.13
H -2.099 2.753 -0.537 -2.265 1.386 0.326 0.16
H -3.967 3.809 -2.000 -0.274 0.660 0.384 0.08
H -5.527 5.652 -0.232 0.854 -0.778 0.014 0.05
H -4.533 5.068 2.370 0.908 -0.488 -1.036 0.07
H -2.291 3.188 1.771 -1.269 0.456 -0.012 0.08
N -0.364 2.684 3.313 -0.875 -2.596 -2.355 -0.07
C -1.395 2.160 4.140 1.240 3.988 1.232 -0.12
C -1.683 3.196 5.183 0.849 0.559 -2.550 -0.12
C -0.773 4.312 4.877 1.205 -1.384 -4.576 -0.11
C -0.033 3.983 3.551 -3.117 -0.737 5.834 -0.12
H -0.106 2.009 2.417 -0.579 2.377 2.705 0.17
H -1.801 1.231 3.778 -0.258 -0.105 0.602 0.09
H -2.604 3.402 5.838 1.743 -1.146 -0.930 0.09
H -0.596 5.365 5.177 -0.778 -1.071 0.540 0.06
H 0.663 4.646 3.104 0.623 -0.244 -0.724 0.07
N 2.798 3.050 0.173 1.118 -1.433 4.565 0.01
C 3.865 3.692 -0.310 2.310 2.049 5.652 -0.15
C 4.703 4.238 0.801 -2.591 -2.776 1.029 -0.11
C 4.103 3.693 2.045 -3.064 -2.544 -2.804 -0.11
C 2.898 2.782 1.642 2.580 2.912 -1.227 -0.04
H 2.100 2.537 -0.296 -0.726 -0.670 -1.184 0.09
H 4.081 4.060 -1.225 -0.221 0.362 -3.247 0.06
H 5.697 4.757 0.838 -1.407 -0.454 -0.628 0.08
H 4.376 3.840 3.096 0.113 -0.117 -0.665 0.06
H 2.203 1.970 2.193 1.785 2.402 -1.578 0.12
N -2.236 -3.079 0.137 2.777 -0.487 -2.285 -0.07
C -2.636 -4.133 -0.660 -5.365 -0.094 3.383 -0.09
C -4.030 -4.551 0.017 4.440 3.262 0.184 -0.07
C -4.154 -3.674 1.224 2.979 0.232 -3.221 -0.12
C -2.981 -2.785 1.186 -2.096 -0.088 2.717 -0.19
H -1.330 -2.509 -0.094 -1.855 -0.832 0.605 0.09
H -2.164 -4.430 -1.601 -0.187 0.268 0.628 0.08
H -4.724 -5.237 -0.437 -0.045 -0.151 0.250 0.03
H -4.957 -3.552 1.925 -0.172 -0.301 0.065 0.05
H -2.577 -1.982 1.982 -1.224 -2.029 -2.132 0.15
N 2.241 0.794 -3.151 1.888 -0.735 -4.457 -0.02
C 3.628 0.887 -3.405 -4.478 -0.653 -4.744 -0.09
C 3.755 0.799 -4.872 -3.304 0.007 3.485 -0.10
C 2.371 0.605 -5.413 -1.388 0.035 1.186 -0.15
C 1.415 0.517 -4.362 3.515 0.807 4.050 -0.08
H 1.906 0.783 -2.232 -1.014 -0.363 1.357 -0.02
H 4.271 0.858 -2.572 0.948 0.276 0.504 0.08
H 4.705 0.838 -5.308 0.838 0.046 -1.129 0.03
H 1.816 0.656 -6.382 1.770 -0.320 0.242 0.08
H 0.362 0.177 -4.013 1.808 0.920 -1.660 0.13
C 3.210 -1.382 0.612 3.098 0.801 2.278 0.06
N 4.514 -1.961 0.145 0.742 0.503 -1.963 -0.44
O 4.503 -2.969 -0.517 -0.357 -0.877 0.404 0.06
O 5.521 -1.250 0.206 -0.686 -0.128 0.861 0.01
H 2.477 -2.130 0.773 -0.638 -0.508 -0.222 0.07
H 3.077 -0.618 -0.112 -0.966 0.536 -0.605 0.07
H 3.588 -0.889 1.555 -1.161 -0.382 -0.753 0.12
```
Positions in Å, forces in eV/Å.

Values from the calculation:
strongest force on any atom = 9.89 eV Å⁻¹
2S+1 = 1
Kohn-Sham gap = 7.62 eV
total charge = -2

Below is C33H44As3N5O3STi as an isolated structure, with properties calculated with wB97M-V/def2-TZVPD.

Structure (XYZ):
```
90
Properties=species:S:1:pos:R:3:forces:R:3:mulliken_spin:R:1
Ti 0.357 -2.097 -1.343 -0.097 -0.145 -0.375 0.89
O -0.739 -0.928 -2.388 0.132 -0.079 0.162 -0.02
C -0.655 -0.131 -3.420 -0.092 -0.027 0.097 0.02
C -1.789 0.588 -3.837 0.024 -0.004 -0.022 -0.02
C -1.724 1.455 -4.906 0.023 -0.011 0.001 0.02
C -0.526 1.639 -5.603 -0.045 0.029 -0.018 -0.01
C 0.591 0.939 -5.204 0.051 -0.039 0.029 0.02
C 0.556 0.052 -4.119 -0.025 0.065 -0.076 0.01
C 1.776 -0.616 -3.726 0.048 0.026 -0.007 0.07
N 1.885 -1.405 -2.720 0.125 0.020 0.188 -0.01
N 3.172 -1.886 -2.497 0.032 -0.039 0.018 0.00
C 3.157 -2.719 -1.487 -0.138 0.090 -0.087 0.01
O 2.111 -3.053 -0.833 0.015 0.009 0.020 -0.02
C 4.460 -3.309 -1.064 0.011 -0.014 0.006 0.00
C 5.642 -3.026 -1.744 -0.027 -0.008 0.015 0.00
C 6.838 -3.579 -1.318 0.013 0.006 -0.011 0.00
C 6.866 -4.418 -0.210 0.007 -0.008 0.006 0.00
C 5.690 -4.701 0.470 -0.005 0.010 -0.006 0.00
C 4.490 -4.149 0.043 0.008 0.002 -0.010 0.00
H -2.706 0.442 -3.280 -0.002 -0.002 0.007 0.00
H -2.611 2.001 -5.204 0.000 0.003 -0.006 0.00
H -0.477 2.321 -6.442 0.000 0.000 0.001 0.00
H 1.532 1.068 -5.728 -0.007 0.008 -0.008 0.00
H 2.679 -0.423 -4.305 -0.015 0.021 -0.020 0.00
H 5.600 -2.369 -2.602 0.008 0.000 -0.001 0.00
H 7.755 -3.356 -1.851 0.003 -0.005 0.005 0.00
H 7.803 -4.848 0.123 0.000 0.000 -0.002 0.00
H 5.706 -5.353 1.335 -0.001 -0.001 0.001 0.00
H 3.561 -4.354 0.558 0.000 -0.004 0.001 0.00
N -2.400 -5.484 -2.410 -0.003 0.039 0.016 0.00
C -1.539 -4.568 -1.839 -0.005 -0.067 -0.002 0.01
S -0.187 -4.065 -2.795 -0.008 -0.075 -0.074 -0.02
N -1.812 -4.235 -0.613 0.040 0.029 -0.002 -0.01
N -0.877 -3.362 -0.057 -0.101 -0.041 0.193 0.01
C -0.873 -3.375 1.225 0.045 0.110 -0.084 0.00
C -0.037 -2.560 2.087 -0.083 -0.031 -0.073 0.01
C -0.029 -2.868 3.453 -0.005 -0.008 -0.003 0.00
C 0.747 -2.171 4.355 0.001 0.001 0.008 0.00
C 1.555 -1.137 3.875 0.000 -0.007 -0.005 0.00
C 1.556 -0.798 2.540 -0.030 -0.019 0.034 0.00
C 0.739 -1.474 1.602 -0.017 0.044 -0.040 0.00
O 0.704 -1.082 0.367 0.183 0.064 0.063 0.02
H -2.429 -5.458 -3.415 -0.001 0.001 -0.011 0.00
H -3.293 -5.551 -1.947 -0.004 -0.014 -0.004 0.00
H -1.554 -4.079 1.704 0.003 0.019 0.048 0.00
H -0.652 -3.689 3.793 0.003 0.003 0.009 0.00
H 0.742 -2.431 5.405 0.003 0.002 0.000 0.00
H 2.198 -0.595 4.559 0.000 0.001 0.000 0.00
H 2.203 -0.014 2.168 -0.008 0.017 -0.014 0.00
C -3.448 -1.038 1.715 -0.026 0.023 0.003 0.00
As -2.414 0.131 0.512 0.033 -0.034 -0.013 0.00
C -3.992 1.120 -0.142 0.004 0.011 -0.006 0.00
C -1.846 1.304 2.012 0.005 0.005 -0.016 0.00
C -1.070 2.607 1.760 0.004 -0.012 -0.003 0.00
C -0.705 3.194 3.132 0.025 -0.006 0.017 0.00
C 0.274 2.340 1.046 -0.056 0.035 -0.031 0.00
As 0.334 1.990 -0.905 -0.130 0.074 0.032 0.00
C 0.509 3.858 -1.527 0.056 -0.020 -0.015 0.00
C 2.260 1.619 -0.909 0.008 -0.027 0.017 0.01
C -1.879 3.615 0.931 0.047 -0.023 -0.018 0.00
As -3.540 4.539 1.493 -0.027 -0.007 -0.033 0.00
C -2.752 5.940 2.625 0.001 0.033 0.028 0.00
C -4.341 3.524 2.975 0.003 -0.002 0.013 0.00
H -4.217 -0.472 2.247 -0.004 -0.017 0.008 0.00
H -2.770 -1.490 2.438 0.016 -0.008 0.009 0.00
H -3.914 -1.834 1.134 0.001 -0.001 -0.002 0.00
H -4.574 1.553 0.673 -0.019 0.020 0.001 0.00
H -4.620 0.407 -0.679 -0.008 -0.008 0.010 0.00
H -3.705 1.905 -0.841 0.001 -0.006 -0.002 0.00
H -1.207 0.643 2.610 -0.001 -0.003 0.012 0.00
H -2.733 1.511 2.616 0.016 0.008 -0.011 0.00
H -0.024 2.515 3.651 -0.004 0.003 0.003 0.00
H -1.581 3.336 3.764 -0.003 -0.005 0.000 0.00
H -0.201 4.159 3.021 0.002 -0.003 -0.006 0.00
H 0.735 1.461 1.496 0.032 -0.020 0.036 0.00
H 0.942 3.191 1.221 0.010 -0.011 0.007 0.00
H 1.139 4.450 -0.859 -0.003 0.001 -0.003 0.00
H -0.470 4.328 -1.617 -0.012 0.011 0.015 0.00
H 0.963 3.836 -2.519 0.001 -0.001 0.004 0.00
H 2.795 2.368 -0.321 0.004 -0.002 -0.004 0.00
H 2.632 1.628 -1.934 -0.018 0.011 -0.008 0.00
H 2.424 0.627 -0.491 -0.001 -0.002 0.000 0.00
H -2.125 3.153 -0.028 -0.014 0.034 0.008 0.00
H -1.233 4.467 0.689 0.017 -0.001 -0.002 0.00
H -2.088 6.562 2.024 -0.003 -0.008 -0.012 0.00
H -2.194 5.535 3.467 -0.010 -0.003 -0.008 0.00
H -3.559 6.570 3.001 0.008 0.007 0.004 0.00
H -4.799 2.605 2.617 -0.003 -0.011 -0.008 0.00
H -5.130 4.160 3.380 -0.001 0.000 -0.002 0.00
H -3.637 3.289 3.770 -0.009 -0.007 0.008 0.00
```
Positions in Å, forces in eV/Å.

Values from the calculation:
strongest force on any atom = 0.41 eV Å⁻¹
2S+1 = 2
<S²> = 0.7582
Kohn-Sham gap (spin up / spin down) = 6.61 / 7.38 eV
total charge = -1

ΔE to the lowest compared entry with this formula, charge and spin values, unit kcal per mole, following the record order: 0.1, 8.4.